<A>
This record from OMol25 describes 2 unconnected molecules or ions with the total composition C14H16O. The level of theory is ωB97M-V/def2-TZVPD.

The HOMO energy comes out at -8.0 eV. The structure (SMILES) is Cc1ccc(O)cc1.Cc1ccccc1. Its frontier orbital gap is 8.8123 eV.

ORCA input file:
```
! wB97M-V def2-TZVPD RIJCOSX def2/J DEFGRID3
* xyz 0 1
H -1.3639 0.6569 1.6038
C 3.2290 0.7621 2.4230
H -1.4780 -0.6957 -4.6248
H -2.7878 -1.9044 -0.5771
H -1.4482 0.5185 3.3240
C -3.2303 -2.2916 -3.1888
C -2.0604 -1.4364 -1.1688
H -4.1805 -2.0810 -2.8281
H -3.3523 -2.1839 -4.3472
H -0.0290 1.0749 -3.2739
H 4.3385 0.6426 2.2784
C 0.4942 0.9530 2.5291
C 2.6296 -0.1272 3.2130
C -0.9770 -0.8803 -0.7115
C 2.5695 1.7536 1.7653
H 0.6284 2.6853 1.2065
H 3.1745 -1.0127 3.7550
C -0.4440 0.2408 -2.9258
H 0.5958 -0.9203 3.6784
C 1.2229 1.8181 1.6898
C -0.1709 -0.1012 -1.6324
H -3.3920 -3.4673 -3.2123
C -2.2508 -1.3682 -2.6570
H -1.1406 2.2404 2.4780
C -1.0128 1.1376 2.4718
O 1.0996 0.4425 -1.1714
H -0.6923 -0.8779 0.2528
H 1.3456 -0.0725 -0.2731
H 3.1390 2.3807 1.1877
C 1.1621 -0.0729 3.1887
C -1.5200 -0.4746 -3.5390
*
```

<B>
This record from OMol25 describes 2 unconnected molecules or ions with the total composition C14H16O. The level of theory is ωB97M-V/def2-TZVPD.

The HOMO energy comes out at -8.1 eV. The structure (SMILES) is Cc1ccc(O)cc1.Cc1ccccc1. Its frontier orbital gap is 8.8694 eV.

ORCA input file:
```
! wB97M-V def2-TZVPD RIJCOSX def2/J DEFGRID3
* xyz 0 1
H 0.9470 -3.6808 0.7243
H 1.3571 0.7605 -2.4452
H 2.6378 1.7695 -0.7293
H -1.5010 4.1466 -1.0787
C 2.6267 -0.0126 0.4637
H -0.4761 -2.7667 0.1670
C -1.0274 -0.3853 1.0011
C -2.0425 0.7575 -0.7522
C 0.5428 -3.0416 -0.0705
C 2.3700 -1.3817 0.4620
C -0.8143 1.9548 0.8481
H 0.2377 -1.2444 -2.2751
H -2.4198 3.2007 -1.9022
C -1.6101 2.0362 -0.3626
C 1.4552 0.2335 -1.5786
H 3.2631 0.3825 1.3254
C 0.9423 -1.0586 -1.5038
C -2.1867 3.2805 -0.9189
C 1.3642 -1.8657 -0.4199
O -1.0814 -1.4937 1.8399
C 2.2626 0.7859 -0.6152
H -0.2947 0.9118 2.5320
H -0.1851 -1.5673 2.4614
H 0.3395 -3.7240 -0.9044
H -0.4460 2.8602 1.4353
H -2.8841 3.7108 -0.2515
H 2.7993 -1.9039 1.3887
C -0.5922 0.7869 1.5369
C -1.6193 -0.4487 -0.2574
H -2.8520 0.7165 -1.4656
H -1.8999 -1.4690 -0.6973
*
```

<C>
This record from OMol25 describes 2 unconnected molecules or ions with the total composition C14H16O. The level of theory is ωB97M-V/def2-TZVPD.

The HOMO energy comes out at -8.6 eV. The structure (SMILES) is Cc1ccc(O)cc1.Cc1ccccc1. Its frontier orbital gap is 9.3718 eV.

ORCA input file:
```
! wB97M-V def2-TZVPD RIJCOSX def2/J DEFGRID3
* xyz 0 1
H 2.0215 1.2042 0.7619
C 0.5404 2.6127 0.3712
C -0.2012 1.9440 -0.6035
H -2.2895 -3.1624 0.5110
H 2.1743 -2.7853 -2.4348
H 1.3957 -1.4446 2.0147
H -3.8922 3.3255 -0.7876
O -3.5609 3.2701 0.1269
C 1.4440 -3.5356 -2.1166
H 0.4424 3.9766 2.0334
C -0.4802 -2.3848 1.4767
H 2.4606 2.8821 1.2991
C -1.2197 -2.9949 0.4620
H -1.1210 -3.9205 -1.4819
C -0.5991 -3.4029 -0.6921
H -0.9642 -1.7914 2.2467
C 1.9952 2.2660 0.5236
C -0.0923 3.5471 1.2072
H 0.7883 -3.6086 -2.9835
C 0.8659 -2.0913 1.3337
H 2.5993 -2.4122 0.0834
C -1.5795 2.1580 -0.6858
H -1.9947 4.3132 1.8715
H 2.0170 -4.4646 -2.0163
H -2.1904 1.7009 -1.4559
C -1.4877 3.7078 1.1356
H 2.6093 2.5207 -0.3418
C 0.7949 -3.2044 -0.7838
C 1.5495 -2.6404 0.2113
C -2.1771 3.0992 0.1247
H 0.1516 1.3160 -1.4112
*
```

<D>
This record from OMol25 describes 2 unconnected molecules or ions with the total composition C14H16O. The level of theory is ωB97M-V/def2-TZVPD.

The HOMO energy comes out at -8.2 eV. The structure (SMILES) is Cc1ccc(O)cc1.Cc1ccccc1. Its frontier orbital gap is 9.0035 eV.

ORCA input file:
```
! wB97M-V def2-TZVPD RIJCOSX def2/J DEFGRID3
* xyz 0 1
O 0.1108 -3.1315 -3.6270
C 0.0011 -0.8080 -4.2952
C -0.0689 0.2121 3.6302
H -0.1784 1.3325 -4.5525
H -0.3956 -3.3298 -4.4032
C -1.7081 -1.1307 2.4415
H -0.2956 -1.3198 -5.2045
H -0.7943 1.5362 0.5832
H 0.4568 1.4701 5.2023
C -1.6635 -0.1673 1.4365
H 0.8021 -2.2820 -1.2327
H 0.2384 -0.1828 5.7255
C 0.6654 0.4334 4.9307
C 0.8561 -0.2064 -1.7240
H 0.8263 1.8487 2.5699
C 0.0735 1.0705 2.5478
H 0.4434 2.5112 -1.3690
C 0.6221 0.7916 -2.6620
C 0.9414 2.1913 -2.2945
H -1.0732 -1.4414 4.4886
C 0.6825 -1.5606 -2.0211
H -2.4620 -0.0666 0.7071
C -0.7764 0.8854 1.4466
H -2.2201 -2.0754 2.3094
H 1.7138 0.1411 4.8944
H 0.6057 2.9075 -3.0481
C 0.3371 -1.8106 -3.3477
C 0.0668 0.4941 -3.9110
H 1.9641 2.4364 -2.0404
H 1.1640 0.1496 -0.7457
C -0.9355 -0.8989 3.5648
*
```

Which one is most stable, and which one is least stable? <C> is the most stable of them, while <A> is the least stable.

<A>
This record from OMol25 describes a gas-phase ion, C5H10N3O2 (charge +1). The level of theory is ωB97M-V/def2-TZVPD.

The HOMO energy comes out at -12.0 eV. The structure (SMILES) is NN/C(O)=[NH+]/C=C\C=C\O. Its frontier orbital gap is 8.7063 eV.

ORCA input file:
```
! wB97M-V def2-TZVPD RIJCOSX def2/J DEFGRID3
* xyz 1 1
H 2.2587 1.5165 1.0548
H 2.1034 1.8830 -1.1161
H 1.2354 -1.0439 -0.9785
N 1.7508 0.7741 0.4941
C -1.6728 0.7323 -0.7102
O -2.1622 2.0102 -0.7242
H -3.1159 0.1193 0.7076
C -2.1963 -0.1899 0.1041
H 0.1375 0.4609 2.4817
H -0.9561 0.5700 -1.4150
C 0.8579 -0.0827 0.7034
C -1.7217 -1.5472 0.2570
H -0.1849 -2.9257 0.2327
H 3.3607 0.8557 -0.8450
H -2.6243 2.1260 0.0480
H -2.5265 -2.3094 0.5278
N 2.3370 0.9215 -0.8629
N 0.5376 -0.9857 -0.2365
O 0.2188 -0.2432 1.8317
C -0.4769 -1.9040 0.0472
*
```

<B>
This record from OMol25 describes a gas-phase ion, C5H10N3O2 (charge +1). The level of theory is ωB97M-V/def2-TZVPD.

The HOMO energy (spin up / spin down) comes out at -12.5 / -12.5 eV. Its frontier orbital gap (spin up / spin down) is 9.1115 / 9.1122 eV.

ORCA input file:
```
! wB97M-V def2-TZVPD RIJCOSX def2/J DEFGRID3
* xyz 1 1
C -0.9389 1.3623 -1.2916
H 0.3487 0.1987 2.1895
H 0.5616 -1.6525 -1.4889
H -0.1641 0.8479 -2.0340
C 0.7520 0.2017 1.0974
N 0.5639 1.6014 0.7117
H 1.8550 -0.9485 -0.8081
N 1.0317 -1.5446 -0.6346
C -0.0075 2.0877 -0.3085
C 0.0261 -0.8373 0.3790
H 1.3531 -2.3841 -0.2242
N -2.8188 -0.0884 -0.3967
H 2.5755 0.5145 1.8006
H -0.1027 3.1918 -0.5812
H -3.1602 -0.8910 -0.0048
H -1.4573 2.1996 -1.8320
O -0.6612 -1.7200 1.1360
H -0.1927 -2.3272 1.7246
O 2.1613 -0.1292 1.1860
C -1.7254 0.3170 -0.6202
*
```

Which one is most stable, and which one is least stable? <A> is the most stable of them, while <B> is the least stable.

<A>
This record from OMol25 describes a gas-phase ion, C5H10N3O2 (charge +1). The level of theory is ωB97M-V/def2-TZVPD.

The HOMO energy comes out at -14.7 eV. The structure (SMILES) is Cc1c(=O)o[nH][n+]1N(C)C. Its frontier orbital gap is 9.3864 eV.

ORCA input file:
```
! wB97M-V def2-TZVPD RIJCOSX def2/J DEFGRID3
* xyz 1 1
H 0.2314 -0.1984 -2.4554
C 1.6509 -0.5846 -0.7676
C 1.1945 -0.7117 -2.1663
H 1.6487 -0.8420 2.0928
H -1.2664 1.5727 1.4691
O 3.9886 -0.9560 -1.2274
C -0.2626 1.5346 1.0567
O 3.1776 -0.6996 0.8819
H 0.3941 1.8324 1.8677
C 3.0925 -0.7932 -0.4909
H -0.2914 2.0860 0.1672
N 1.9922 -0.2077 1.3584
N 1.0416 -0.2788 0.3282
H -1.1046 -1.5876 0.3369
H -1.7864 -0.3115 -0.6115
H -2.0586 -0.5326 1.1131
C -1.4047 -0.6021 0.3537
N -0.1500 0.1266 0.8353
H 2.0779 -0.4796 -2.7647
H 0.9861 -1.8063 -2.2270
*
```

<B>
This record from OMol25 describes a gas-phase ion, C5H10N3O2 (charge +1). The level of theory is ωB97M-V/def2-TZVPD.

The HOMO energy (spin up / spin down) comes out at -13.7 / -13.8 eV. Its frontier orbital gap (spin up / spin down) is 7.8432 / 8.0201 eV.

ORCA input file:
```
! wB97M-V def2-TZVPD RIJCOSX def2/J DEFGRID3
* xyz 1 1
H -1.8733 2.3418 -0.0649
N -2.6704 -0.2986 0.2447
H 0.9551 0.3058 1.8542
H 1.0132 -0.1357 -1.8068
H 1.5309 -1.9611 2.0258
C 1.1341 -1.0466 -1.3478
H -0.7990 1.4849 -1.2728
O -3.7067 0.0964 0.6887
C 1.2933 -1.9783 0.8824
H 1.9651 -1.4653 -1.7345
C -1.3676 -0.2746 0.8015
H 2.3681 -0.6623 0.0715
H 0.0563 2.4574 -0.1462
O -2.3642 -0.8052 -0.8291
C -0.8425 1.9340 -0.3127
H 0.2517 -1.7425 -1.3135
C 0.7856 0.4502 0.8333
N -0.5713 0.7303 0.4925
N 1.4030 -0.8233 0.1309
H 1.4386 1.3927 0.8028
*
```

Which one is most stable, and which one is least stable? <A> is the most stable of them, while <B> is the least stable.